{"formula": "C3H23NO12", "method": "ωB97M-V with the def2-TZVPD basis set", "symbols": ["H", "H", "H", "H", "H", "H", "H", "O", "H", "H", "H", "C", "H", "C", "H", "O", "H", "H", "H", "H", "H", "O", "O", "H", "N", "O", "H", "O", "H", "C", "O", "O", "O", "H", "H", "O", "O", "H", "O"], "coordinates": [[0.3733, -2.1267, -2.1586], [-2.5466, 0.3689, -1.9862], [-3.2291, 2.3104, -1.2075], [-1.8130, -0.9082, 2.9252], [1.2700, 2.0018, 2.2352], [-2.0831, 1.2991, 1.3197], [-0.4966, -0.9673, -2.6146], [-1.7615, -2.6136, 2.4156], [-2.7302, 0.1776, 3.5189], [0.0012, -1.6095, 0.2265], [1.9694, 0.9493, -1.3475], [-1.7114, 2.2320, 0.8765], [4.8735, -1.9375, -1.2863], [0.5061, 1.5259, 1.6237], [-2.9003, -1.1183, -2.2202], [3.9127, -1.8185, -1.1952], [-3.0797, 2.4876, -2.7176], [3.7284, -2.0136, -0.2447], [-0.0332, 3.3240, 0.6601], [1.6240, -0.3930, -2.5240], [-0.0366, 0.8136, 2.2339], [1.5871, 1.5482, -0.4813], [0.3401, -1.4277, -2.8299], [-1.1205, -3.2210, 2.7954], [-0.4234, 2.5212, 1.1264], [2.4168, 0.1678, -2.3059], [-1.4757, -2.4812, 1.4857], [-1.9021, 0.0658, 3.0448], [3.0225, -0.5048, -1.9073], [1.1916, 0.7937, 0.4824], [-3.3875, 1.8496, -2.0649], [-2.1906, -0.5529, -1.8975], [3.1700, -2.2356, 1.4837], [3.6258, -1.6988, 2.1403], [-1.3917, -1.5975, -0.5515], [-0.7559, -2.1525, -0.0658], [1.3651, -0.4294, 0.4976], [2.3490, -1.7433, 1.2794], [-2.4307, 2.9831, 0.2212]], "lumo_energy_ev": 0.39, "e_tot_ev": -29547.551, "homo_ev": -9.964, "homo_lumo_gap_ha": 0.3804, "total_charge": 0, "smiles": "O=CNCC(=O)O.O.O.O.O.O.O.O.O.O", "de_lowest_kj_mol": 0.00}

=====

{"formula": "C3H6N2O", "method": "ωB97M-V with the def2-TZVPD basis set", "symbols": ["H", "H", "H", "C", "H", "H", "C", "N", "C", "O", "N", "H"], "coordinates": [[1.9535, 1.3193, -0.6949], [-0.1441, -1.3482, 1.6217], [-1.1801, -1.5221, 0.1514], [0.1760, 0.1011, -0.3016], [2.1550, -0.2538, -0.6680], [-0.0815, 0.1954, -1.3483], [-0.4827, -0.9247, 0.6629], [-0.7052, 0.4537, 0.6980], [1.6411, 0.4882, -0.1216], [-2.8660, 0.0143, -0.7292], [-2.4674, 0.9349, -0.1693], [2.0015, 0.5418, 0.8990]], "lumo_energy_ev": [-0.38, -0.52], "e_tot_ev": -8230.623, "homo_ev": [-8.569, -8.507], "homo_lumo_gap_ha": [0.3009, 0.2936], "total_charge": 0, "de_lowest_kj_mol": 586.17}

=====

{"formula": "C3H12NO2", "method": "ωB97M-V with the def2-TZVPD basis set", "symbols": ["H", "H", "H", "H", "C", "C", "H", "H", "C", "H", "H", "O", "H", "H", "H", "N", "H", "O"], "coordinates": [[1.7928, -1.0211, 0.0671], [0.1983, 0.4478, 0.8321], [0.0285, -0.3683, -2.2314], [-1.9267, -0.4885, 1.6814], [0.8243, -1.0201, -0.4571], [1.0459, -0.4351, -1.8279], [1.6991, -1.0804, -2.3897], [-3.2718, 1.5612, 0.2818], [-1.3962, -0.8483, 0.7995], [1.4808, 0.5700, -1.8702], [-3.9250, 0.4569, -0.5825], [2.3936, 1.6134, 1.7080], [0.7449, -2.1072, -0.5203], [3.0503, 2.2224, 1.3532], [2.4738, 1.7399, 2.6594], [-0.1813, -0.3967, 0.4404], [-1.8420, -1.4819, 0.0415], [-3.1895, 0.6360, 0.0149]], "lumo_energy_ev": [0.69, 0.68], "e_tot_ev": -8887.974, "homo_ev": [-4.794, -9.192], "s_squared": 0.7534, "multiplicity": 2, "homo_lumo_gap_ha": [0.2015, 0.3627], "total_charge": 0, "de_lowest_kj_mol": 99.19}

=====

{"formula": "C13H14N2O2", "method": "ωB97M-V with the def2-TZVPD basis set", "symbols": ["C", "C", "C", "O", "C", "H", "H", "O", "C", "H", "H", "N", "H", "C", "C", "H", "C", "C", "C", "H", "H", "N", "C", "H", "C", "H", "H", "H", "C", "H", "H"], "coordinates": [[-0.4850, 0.1964, 3.7063], [2.4133, 0.6924, -2.9749], [-1.2489, -0.3475, 4.8605], [-2.4663, -0.5974, 4.5818], [1.6102, 1.1991, -0.5766], [2.0769, 1.5168, -3.6177], [1.5394, -1.2008, -2.3606], [-0.7926, -0.6527, 6.0496], [-1.0155, 0.2096, 2.4595], [-0.9805, -0.5137, -0.1551], [3.4098, 0.6589, -1.1364], [-0.2926, 0.7213, 1.4100], [1.1875, -0.6376, -3.9791], [0.9556, 1.2393, 1.6883], [-0.7010, 0.5091, 0.0383], [-1.6453, -0.6894, 6.5239], [2.6407, 1.2241, -1.5848], [1.3353, -0.3271, -2.9520], [0.7058, 1.0408, 3.9773], [1.1339, 1.1516, 4.9701], [-0.4049, 1.1926, -2.7702], [1.8575, 1.5163, 0.7982], [1.2808, 1.6438, 2.9443], [-0.7120, -0.5117, -2.3667], [0.3430, 0.7537, -0.9463], [-2.0504, -0.1715, 2.1265], [2.9432, 2.2762, -1.7127], [2.0157, 2.4227, 3.1174], [0.0091, 0.3449, -2.2858], [-1.5541, 1.1943, 0.0097], [3.2959, 0.3501, -3.4386]], "lumo_energy_ev": 0.27, "e_tot_ev": -20781.315, "homo_ev": -7.214, "homo_lumo_gap_ha": 0.2750, "total_charge": 0, "smiles": "O=C(O)C1=CN2CC3=C(CCCC3)N=C2C=C1", "de_lowest_kj_mol": 256.56}

=====

{"formula": "C32H40ClF2O6PS", "method": "ωB97M-V with the def2-TZVPD basis set", "symbols": ["H", "H", "H", "H", "H", "C", "H", "H", "C", "H", "C", "C", "H", "H", "O", "O", "C", "C", "C", "H", "H", "C", "C", "O", "H", "C", "C", "C", "H", "C", "S", "C", "H", "H", "H", "C", "H", "H", "H", "O", "C", "H", "H", "C", "C", "C", "H", "C", "C", "H", "F", "C", "H", "C", "H", "H", "O", "F", "C", "O", "H", "H", "Cl", "C", "C", "H", "H", "C", "C", "C", "H", "C", "H", "H", "H", "H", "C", "H", "C", "H", "H", "H", "P"], "coordinates": [[5.0999, 3.3164, -1.9003], [-1.3993, -2.7013, 0.7550], [-0.5324, -1.0808, -0.8758], [-1.7063, -3.0762, -2.4040], [0.2078, -1.6722, -3.4550], [-2.4869, 3.6703, 1.2981], [2.6327, 4.8788, -3.3028], [-3.6620, 3.0092, -3.2162], [1.0309, 2.4402, -3.1491], [-0.2336, 0.4604, -3.5718], [-2.6876, -4.5850, 0.3374], [-2.6124, -8.8419, 3.9630], [1.2722, 2.2811, 4.2912], [-0.5190, -4.2844, -1.4038], [-4.7745, -11.4919, 4.9420], [-2.5881, -7.7311, 1.8850], [-2.8437, -4.7633, 1.9775], [-1.5244, 2.4801, -0.9945], [0.0121, 2.8643, -0.5707], [5.4062, 3.6096, 0.2378], [3.8925, 6.2669, -0.0174], [-4.7503, -10.3812, 2.8641], [0.0769, -2.0566, -1.1953], [-1.9022, 1.5866, -1.9119], [2.3482, 3.5228, 5.2157], [-2.7300, 3.2681, -0.1443], [0.2913, 3.3091, 1.0174], [3.9953, 3.3386, -2.2852], [-4.5430, -9.2420, 1.0856], [1.8233, 3.7601, 1.5149], [-5.4581, 1.9263, -1.1814], [-1.0523, -3.2281, -1.4361], [-1.7980, -8.2173, 4.3092], [1.8068, -2.4445, -2.7935], [0.9605, 4.8286, 3.3378], [4.9059, 5.8303, 0.4158], [-1.8278, -5.0300, 2.5148], [3.8606, 2.4060, -2.9907], [4.0534, 5.7217, -2.3942], [-5.2263, 4.9555, -0.4960], [1.5774, -0.1280, -2.2706], [5.3699, 6.4814, 1.2713], [-5.2811, 4.7933, 0.5117], [-4.2708, -10.6270, 4.2387], [0.9528, -1.6593, -2.5226], [-2.0837, -3.1319, -0.1228], [-0.0191, 2.9251, -3.4451], [-3.0919, -8.5960, 2.5884], [3.8046, 4.7891, -3.0921], [-3.5413, -5.7186, 2.1321], [3.3778, 2.1648, 3.9118], [4.6465, 4.2520, 0.8978], [1.4399, 0.5977, -4.4268], [1.3156, 2.8843, -1.5979], [-2.9404, -2.3483, -0.2706], [3.8165, 5.3692, -5.2987], [-1.0292, 3.0262, 3.3134], [5.0195, 4.0016, 2.3084], [-1.0162, 3.3114, 2.0092], [-3.8874, 3.9015, -2.7758], [2.8309, 5.0268, 3.1657], [-2.8197, -9.9811, 5.7415], [6.0050, 6.0377, -4.3690], [0.8758, 0.8291, -3.4003], [1.9551, 4.2223, 3.0817], [4.9072, 3.7849, -4.9312], [-1.9632, -5.4122, -0.0634], [2.1820, 3.0039, 4.1535], [4.5684, 4.8350, -4.5420], [3.1323, 3.7845, 0.4807], [5.6510, 5.8057, -0.5148], [-4.2020, -9.4350, 2.0957], [-3.7877, -4.6554, -0.0944], [-3.3565, 4.2010, 1.9190], [1.3153, 0.1310, -1.1602], [-3.3902, -3.8624, 2.5003], [2.8491, 3.3356, -1.1055], [0.8200, -2.2657, -0.3127], [-3.1606, -9.7880, 4.7314], [1.7992, 2.8524, -3.9350], [-5.5647, -11.0058, 2.5179], [2.7352, -0.2038, -2.4921], [-4.3598, 3.5682, -1.0991]], "lumo_energy_ev": -2.29, "e_tot_ev": -84179.722, "homo_ev": -8.968, "homo_lumo_gap_ha": 0.2455, "total_charge": 0, "smiles": "CCCCCCCCCc1c(CCCCl)c([C@@H](C)F)c(CCF)c2c1C(=O)C(P(O)(O)=S)=CC2=O.O=C1C=CC(=O)C=C1"}